C15H15N3O2S | wB97M-V/def2-TZVPD

The geometry in XYZ format:
```
36
Properties=species:S:1:pos:R:3:forces:R:3:mulliken_charge:R:1
C -5.939685 -0.104149 0.807478 1.10 -2.30 -1.86 -1.06
C -5.441932 -0.631742 -0.657377 -4.03 -0.96 1.10 -0.65
C -4.675561 0.194915 -1.556097 0.02 8.31 5.73 -0.58
C -3.433292 0.432423 -0.669224 -5.91 7.86 -2.83 0.74
C -3.040718 1.558209 0.004886 -1.17 5.82 -1.52 -0.60
C -1.688671 1.791251 0.352420 -0.82 0.46 3.05 0.24
O -1.197465 2.759526 0.895426 0.59 -0.05 -0.92 -0.66
N -0.930882 0.495466 0.455232 2.65 7.12 2.90 0.12
C -1.540345 -0.371069 -0.077812 -2.70 -12.57 -5.53 0.26
S -0.573167 -2.272978 -0.218725 -0.28 3.93 2.20 -0.13
C 0.727789 -1.791668 1.226561 -3.41 1.08 -1.88 -1.07
C 1.892705 -1.195465 0.553886 -8.20 3.63 5.78 0.84
N 2.883481 -1.762233 0.313126 6.94 -3.41 -3.46 -0.43
C 3.818098 -0.849890 -0.109999 -2.65 6.10 2.16 0.44
C 5.008495 -0.717197 -0.655946 5.32 -0.62 -3.09 -0.51
C 5.713493 0.683465 -1.025467 -6.77 -2.09 4.47 -0.52
C 4.917851 1.806684 -0.512202 7.55 0.62 -6.56 -0.35
C 3.642677 1.752576 -0.146505 -5.87 2.43 5.43 -0.44
C 3.009963 0.610992 0.324283 9.79 -1.67 -5.52 0.55
O 1.918718 0.299430 0.767428 -4.99 -2.80 1.05 -0.47
N -2.737457 -0.522034 -0.776731 10.23 -8.52 1.87 -0.36
H -6.555499 0.707451 0.616253 -1.12 1.86 -0.34 0.33
H -6.661088 -0.890313 1.234562 1.74 0.97 -0.17 0.31
H -5.066517 0.267907 1.373173 -0.67 -0.71 0.33 0.31
H -6.334671 -0.713670 -1.273552 -0.85 -0.92 0.53 0.36
H -4.998470 -1.596095 -0.580282 0.33 -0.89 0.20 0.41
H -4.554291 -0.034925 -2.537138 0.72 -1.05 -2.54 0.41
H -5.161486 1.383374 -1.452639 0.74 -3.22 -0.95 0.22
H -3.535864 2.693623 -0.241131 0.92 -3.63 0.99 0.14
H 0.005296 0.540833 0.915487 -0.88 -0.25 -0.71 0.27
H 1.012831 -2.738003 1.423094 1.02 -3.15 1.06 0.48
H 0.183674 -1.401504 2.152453 1.03 0.12 -1.62 0.34
H 5.561369 -1.764609 -0.994833 -1.26 2.90 0.85 0.19
H 6.673636 0.660118 -1.417711 1.39 0.28 -0.63 0.45
H 5.428870 2.874363 -1.068866 -1.81 -2.87 2.46 0.19
H 3.106596 2.715574 0.376163 1.35 -1.81 -2.02 0.20
```
Forces are in eV/Å.

Calculated values
- Electronic energy: -1293.1259 Eh
- Energy above the lowest of the compared OMol25 structures with the same formula, charge and spin: 303.0 kcal/mol
- E_HOMO: -8.44 eV
- SMILES: CCCc1cc(=O)[nH]c(SCc2nc3ccccc3o2)n1

---

C34H44CdGe2INO2S | wB97M-V/def2-TZVPD

The geometry in XYZ format:
```
86
Properties=species:S:1:pos:R:3:forces:R:3:mulliken_charge:R:1
Cd -1.057146 0.545242 -0.276280 -0.40 0.26 -0.17 1.00
C 4.916811 1.015840 1.862068 -0.12 0.03 0.03 -1.31
C 3.412571 0.753612 1.692703 0.18 -0.05 0.06 -0.19
Ge 2.980501 -0.206180 0.042037 0.06 -0.19 -0.05 -0.12
C 3.128009 0.826740 -1.618865 0.11 0.05 -0.03 -0.11
C 4.576485 1.214825 -1.952258 -0.13 0.01 -0.02 -1.35
C 4.111878 -1.818501 -0.093404 0.22 -0.05 -0.02 0.01
C 3.301256 -2.891838 -0.040886 -0.09 -0.45 -0.04 -0.67
Ge 1.479480 -2.129666 0.104038 0.25 0.29 -0.07 -0.11
C 0.388052 -2.341105 -1.528884 -0.03 -0.15 0.01 0.06
C 0.025465 -3.771003 -1.945821 -0.01 0.08 -0.02 -1.29
C 0.557345 -2.525188 1.790740 -0.03 -0.17 0.06 -0.59
C 0.138287 -3.982072 2.033511 0.01 0.10 0.05 -1.12
C 3.700712 -4.326916 -0.077010 0.01 0.11 -0.01 0.47
C 2.733592 -5.334261 -0.092769 0.07 0.08 -0.01 0.32
C 3.085130 -6.678766 -0.122237 0.00 0.07 0.00 -1.31
C 4.423491 -7.042111 -0.133726 -0.04 0.01 0.00 -0.43
C 5.400476 -6.053117 -0.116979 0.02 0.00 0.00 -0.72
C 5.043073 -4.715400 -0.088740 0.02 0.02 0.00 -0.54
H 5.121501 1.528347 2.806425 0.00 -0.03 -0.04 0.38
H 5.316069 1.641756 1.060405 -0.04 -0.02 0.04 0.24
H 5.487560 0.083710 1.864474 -0.04 0.03 -0.01 0.36
H 2.835919 1.674033 1.711094 -0.04 0.10 0.03 0.09
H 3.046118 0.131045 2.514264 0.02 0.06 0.00 0.46
H 2.484275 1.702665 -1.539127 0.00 0.04 -0.01 0.20
H 2.717380 0.197762 -2.414585 0.01 0.06 0.00 0.43
H 5.038175 1.797719 -1.152085 -0.04 0.00 -0.03 0.24
H 4.623951 1.819096 -2.862545 0.00 -0.04 0.03 0.38
H 5.197870 0.330215 -2.111594 -0.03 0.03 0.03 0.37
H 5.198538 -1.906538 -0.186880 -0.14 -0.02 0.01 0.37
H 0.988558 -1.863248 -2.306235 -0.07 0.00 -0.07 0.50
H -0.526348 -1.736508 -1.444396 -0.03 -0.03 -0.04 -0.14
H 0.926798 -4.342771 -2.174940 -0.04 0.02 0.01 0.38
H -0.606939 -3.775414 -2.836562 0.02 0.00 0.02 0.39
H -0.513097 -4.309906 -1.161637 0.01 0.03 -0.02 0.15
H -0.295872 -1.845584 1.874202 -0.01 -0.01 0.08 0.39
H 1.268910 -2.208584 2.557798 -0.08 -0.01 0.05 0.67
H -0.503105 -4.378510 1.240021 0.05 0.03 0.04 0.15
H -0.412189 -4.079939 2.972758 0.01 -0.01 -0.03 0.35
H 1.011788 -4.633864 2.095093 -0.04 0.04 0.00 0.40
H 1.686703 -5.054967 -0.082904 0.00 -0.03 0.00 0.76
H 2.313424 -7.440706 -0.134624 0.04 0.06 0.00 0.38
H 4.704851 -8.087682 -0.152668 0.00 0.03 0.00 0.39
H 6.448769 -6.329121 -0.124792 -0.05 0.02 0.00 0.39
H 5.816928 -3.957110 -0.072089 -0.02 -0.04 0.00 0.34
I -3.515883 -5.162618 0.064393 0.03 0.02 -0.03 0.08
C -3.753830 -3.108287 0.294532 -0.01 -0.06 0.02 -0.85
C -5.020771 -2.548267 0.324503 0.00 0.06 0.01 -0.28
C -5.130938 -1.181623 0.520219 -0.12 -0.07 0.03 -0.76
C -3.981548 -0.432677 0.668244 0.13 0.11 0.14 -0.46
N -2.758049 -0.969223 0.620046 0.28 -0.17 -0.13 -0.04
C -2.644862 -2.289961 0.434362 -0.20 0.15 0.07 0.73
H -5.901309 -3.164577 0.202705 0.01 0.00 0.01 0.40
H -6.098662 -0.697951 0.557018 0.06 -0.02 0.00 0.44
H -4.037612 0.637040 0.828887 0.00 -0.05 -0.05 0.80
H -1.646481 -2.702435 0.403214 0.00 0.02 -0.04 -0.25
C 0.767165 5.265908 1.542942 0.01 0.04 0.03 -1.66
C 1.316890 4.488297 0.339774 0.02 -0.08 -0.01 2.30
C 0.886105 5.175895 -0.963654 -0.02 0.01 -0.02 -1.61
C 2.850164 4.442505 0.411687 0.03 -0.05 -0.01 -1.43
C 0.763392 3.118762 0.351871 -0.02 -0.06 0.11 0.60
C 0.282063 2.003277 0.361469 0.04 0.02 0.07 -1.54
H 1.160963 6.286749 1.536028 -0.03 -0.06 0.00 0.43
H 1.058962 4.787167 2.480232 -0.02 0.02 -0.05 0.37
H -0.323253 5.315108 1.507803 0.06 -0.01 0.00 0.31
H 1.333192 6.171848 -1.026148 -0.03 -0.04 0.02 0.42
H -0.199828 5.278573 -1.003943 0.03 -0.01 -0.01 0.35
H 1.204376 4.595193 -1.831385 0.01 0.03 0.03 0.37
H 3.251292 5.457607 0.342405 -0.02 -0.06 0.01 0.47
H 3.266991 3.850248 -0.408112 -0.04 0.04 0.05 0.24
H 3.185658 4.005864 1.354905 -0.01 0.00 -0.04 0.32
O -7.763290 5.011228 -0.419116 0.00 -0.03 -0.02 -0.47
C -6.627717 4.734131 0.265133 -0.03 -0.03 -0.09 0.64
O -6.450364 5.242992 1.334845 0.10 0.01 0.10 -0.55
C -5.660190 3.793714 -0.379030 -0.08 0.07 0.08 0.78
C -5.984075 2.964761 -1.447552 -0.04 -0.08 -0.11 -0.82
C -5.053057 2.089178 -1.979419 -0.01 -0.02 0.00 -0.93
C -3.753885 2.022087 -1.466553 0.05 0.07 0.07 0.62
S -2.623119 0.884314 -2.189197 0.13 -0.16 -0.07 -0.60
C -3.429141 2.875542 -0.401786 -0.08 0.04 -0.08 -0.50
C -4.370307 3.732961 0.138429 0.07 0.03 0.05 -0.72
H -7.736031 4.600131 -1.289737 -0.01 0.03 -0.03 0.30
H -6.983628 2.958497 -1.872175 0.03 -0.04 0.00 0.19
H -5.324360 1.435698 -2.798321 -0.02 0.01 0.00 0.46
H -2.420980 2.882128 -0.008078 0.08 0.05 0.04 0.38
H -4.120679 4.383311 0.968049 0.02 -0.04 -0.02 0.47
```
Forces are in eV/Å.

Calculated values
- Electronic energy: -6544.5876 Eh
- Energy above the lowest of the compared OMol25 structures with the same formula, charge and spin: 7.3 kcal/mol
- E_HOMO: -7.96 eV

---

C42H46BN7V | wB97M-V/def2-TZVPD

The geometry in XYZ format:
```
97
Properties=species:S:1:pos:R:3:forces:R:3:mulliken_charge:R:1
V 0.277506 0.086023 -0.231250 -0.34 -0.03 -0.18 0.13
C 0.042509 4.737594 -3.160919 0.03 -0.03 -0.01 -1.48
C -0.035037 3.980685 -1.878819 -0.09 0.01 0.04 0.98
C -0.347645 4.460532 -0.622064 0.02 -0.04 -0.02 -1.53
C -0.290482 3.351312 0.223866 -0.06 0.00 -0.03 -0.43
N 0.049911 2.263427 -0.471293 0.09 -0.14 -0.02 1.01
N 0.190484 2.657234 -1.775918 0.15 0.18 -0.04 0.05
B 0.421459 1.650881 -2.943782 -0.06 -0.05 -0.02 -1.18
N -0.778959 0.672186 -2.915890 -0.06 0.10 -0.07 0.20
N -1.161565 0.233495 -1.698367 0.11 -0.19 -0.02 1.57
C -2.429623 -0.167950 -1.774247 0.17 0.07 0.00 -0.73
C -2.864057 -0.034142 -3.097840 -0.08 -0.05 0.07 -1.22
C -1.797630 0.519722 -3.784977 0.04 -0.03 -0.01 0.66
C -1.708788 0.938568 -5.211821 0.02 0.03 0.00 -1.46
C -3.140858 -0.493304 -0.532437 0.00 0.04 0.04 0.33
C -2.803077 0.212611 0.625741 -0.02 -0.03 -0.01 0.17
C -3.475286 -0.017854 1.815432 -0.02 0.01 -0.01 -0.45
C -4.512671 -0.938037 1.849989 0.00 0.03 0.01 -0.53
C -4.862563 -1.633379 0.700295 -0.01 -0.01 0.00 -0.94
C -4.176648 -1.419777 -0.485501 -0.01 0.00 -0.04 -0.77
N 1.746211 0.915726 -2.672229 0.01 -0.01 -0.03 0.21
N 1.939963 0.428642 -1.425480 0.02 0.02 0.25 1.21
C 3.249302 0.196519 -1.279508 -0.05 -0.05 -0.10 -0.41
C 3.899701 0.477472 -2.482291 0.02 -0.02 0.03 -1.30
C 2.915012 0.949423 -3.335432 0.01 -0.02 0.01 0.95
C 3.037816 1.462073 -4.728895 -0.01 0.02 0.00 -1.51
C 3.798452 -0.146339 0.038714 -0.08 0.01 0.06 0.37
C 3.301411 0.526198 1.155887 0.05 -0.02 -0.06 -0.39
C 3.785492 0.238937 2.424917 0.00 0.04 -0.01 -0.64
C 4.779865 -0.713318 2.583734 0.01 -0.01 -0.03 -0.68
C 5.299972 -1.363480 1.469862 0.01 -0.01 0.04 -0.77
C 4.817829 -1.079981 0.203469 -0.06 -0.02 -0.05 -0.55
C -0.633089 3.312796 1.651702 0.03 0.00 0.06 0.69
C 0.018472 2.483518 2.560514 0.04 -0.03 0.03 0.92
C -0.328705 2.511775 3.904040 -0.02 -0.01 -0.01 -0.70
C -1.336946 3.351715 4.352393 0.02 -0.02 -0.03 -0.67
C -1.999829 4.170436 3.449530 -0.01 0.01 0.00 -0.87
C -1.646452 4.153752 2.111205 -0.02 -0.02 0.00 -0.85
H -0.189186 5.783546 -2.974948 0.00 0.01 -0.01 0.42
H -0.666070 4.353291 -3.894141 -0.01 0.00 0.00 0.26
H 1.039694 4.678514 -3.597204 0.00 0.00 -0.01 0.26
H -0.571101 5.478531 -0.355776 0.01 0.01 0.01 0.61
H 0.466199 2.219359 -3.987923 0.02 0.01 -0.01 -0.07
H -3.840118 -0.253697 -3.494470 -0.02 0.00 0.01 0.60
H -2.582790 0.587263 -5.755041 0.00 0.00 0.00 0.45
H -0.818216 0.530093 -5.688258 0.00 0.00 0.00 0.27
H -1.665717 2.024855 -5.298186 0.00 0.00 -0.02 0.20
H -2.060246 1.006356 0.582945 -0.02 0.01 -0.01 0.62
H -3.204344 0.539013 2.703494 0.01 0.01 0.00 0.55
H -5.053833 -1.110557 2.770989 -0.01 0.00 0.00 0.49
H -5.676445 -2.346216 0.728235 0.00 -0.01 -0.01 0.43
H -4.449862 -1.966153 -1.379965 0.00 0.00 0.00 0.51
H 4.953433 0.407348 -2.689004 0.01 0.00 0.01 0.59
H 4.014337 1.205067 -5.132150 0.01 0.00 0.00 0.45
H 2.933272 2.547355 -4.755235 0.00 0.01 -0.01 0.24
H 2.271035 1.037410 -5.374776 0.00 -0.01 -0.01 0.28
H 2.584373 1.329659 1.007378 0.00 0.01 0.03 0.91
H 3.402326 0.774142 3.284331 0.00 0.02 0.01 0.51
H 5.165428 -0.937727 3.568976 0.00 0.00 0.01 0.45
H 6.084433 -2.097676 1.593339 0.01 -0.01 0.00 0.42
H 5.212601 -1.599618 -0.660285 0.00 -0.01 -0.01 0.48
H 0.834306 1.843584 2.235087 -0.04 0.05 0.00 0.21
H 0.203744 1.896546 4.613426 0.03 -0.09 0.03 0.38
H -1.596751 3.373738 5.401927 -0.01 0.00 0.01 0.43
H -2.790514 4.826342 3.787663 -0.01 0.01 0.01 0.42
H -2.169379 4.786521 1.405963 0.00 0.01 0.00 0.47
C 0.875143 -1.089251 4.705274 -0.06 -0.02 0.01 -1.60
C 0.017489 -1.592865 3.579088 0.00 0.02 0.05 0.19
C -1.149739 -2.291384 3.813669 0.05 -0.04 -0.02 -0.74
C -1.877663 -2.873307 2.767805 0.02 0.00 0.02 0.39
C -3.095578 -3.698354 3.075756 0.03 -0.04 0.00 -2.04
C -1.439870 -2.718014 1.466740 0.00 0.12 0.09 -0.53
C -0.254609 -2.017898 1.198589 0.14 -0.11 0.04 -0.26
C 0.455358 -1.456507 2.258483 0.11 -0.02 -0.07 1.01
N 0.244495 -1.770817 -0.108002 -0.14 0.32 -0.01 0.62
C 0.606778 -2.887658 -1.019708 0.05 -0.10 -0.08 1.98
C 2.082808 -3.258667 -0.731000 -0.02 -0.01 -0.01 -1.39
C 0.445446 -2.415306 -2.464789 0.01 -0.05 0.02 -1.91
C -0.247399 -4.144602 -0.851484 -0.06 0.03 0.00 -2.25
H 0.326392 -1.063689 5.645105 -0.01 0.00 0.01 0.36
H 1.253076 -0.090827 4.498301 0.05 0.09 -0.02 0.04
H 1.740358 -1.741865 4.837312 0.00 0.00 0.02 0.37
H -1.494030 -2.425673 4.832907 -0.01 0.00 0.02 0.45
H -3.644739 -3.295959 3.926789 -0.01 0.01 0.00 0.42
H -2.796353 -4.717661 3.330432 -0.02 0.00 0.02 0.47
H -3.766733 -3.750865 2.221536 -0.01 -0.02 -0.02 0.31
H -2.030161 -3.113938 0.655770 -0.03 -0.01 -0.01 0.28
H 1.434735 -1.026310 2.061262 -0.03 0.00 0.00 0.18
H 2.468396 -2.682945 0.106453 0.05 0.01 0.07 0.08
H 2.714213 -3.055942 -1.597046 0.02 0.03 0.00 0.32
H 2.183171 -4.314968 -0.481428 0.02 0.00 -0.02 0.43
H 1.100066 -1.577010 -2.694479 0.02 0.05 0.01 0.26
H -0.587680 -2.128352 -2.668587 0.01 -0.02 -0.01 0.29
H 0.709994 -3.235436 -3.133173 0.01 0.00 -0.01 0.62
H -0.222064 -4.531184 0.166013 0.02 -0.02 -0.01 0.57
H 0.159532 -4.913202 -1.508707 0.00 0.01 -0.02 0.56
H -1.282934 -3.972132 -1.147622 -0.03 0.00 0.02 0.34
```
Forces are in eV/Å.

Calculated values
- Electronic energy: -2980.2097 Eh
- 2S+1: 3
- Expectation value of S²: 2.100
- Charge: +1
- E_HOMO (spin up / spin down): -10.79 / -10.90 eV